ORCA calculation (wB97M-V/def2-TZVPD) on a structure of composition C12H11LuN5S2 in a non-equilibrium geometry.

Geometry as XYZ:
```
31
Properties=species:S:1:pos:R:3
C 2.4115 0.6685 -3.0889
H -1.4629 -2.1468 1.0019
H 2.9685 0.3803 -3.9805
H -2.9757 -2.9886 -0.8096
H -0.2000 2.4398 -1.8828
N 0.9870 -1.1758 4.7520
C 2.1381 0.4063 -0.7025
H 3.6306 -0.6580 -1.8804
H -3.7514 1.1483 -1.8446
H 3.3123 -0.7802 0.7432
H -4.0337 -1.2440 -2.3508
C 0.7047 1.8266 -1.9292
C -2.5330 0.8090 -0.1066
S -0.0049 1.0955 3.7971
C 2.4626 -0.1401 0.5531
C -2.8877 -1.9076 -0.6476
C 0.9525 -0.3684 3.6808
C -3.4368 -0.9475 -1.4781
N 1.7013 -0.7315 2.6466
H 1.0479 2.0970 -4.0442
C -3.3006 0.3886 -1.2158
C 2.8246 0.0758 -1.9224
N 1.5402 -0.0812 1.5062
H 0.5118 -0.8644 5.5923
S -2.5067 2.3664 0.6347
Lu -0.2220 1.2054 1.2212
N 1.0438 1.2295 -0.7333
C 1.3259 1.5833 -3.1365
H 1.5299 -2.0252 4.7575
N -1.7767 -0.1677 0.5334
C -2.0012 -1.4933 0.3336
```

M (g mol⁻¹): 464.4
Orbital gap (eV): 6.805
Net charge: +1
HOMO (eV): -11.47
Electronic energy (Ha): -2769.46481
E_LUMO (eV): -4.66

Löwdin population analysis, charges in e, atoms 1 to 5: C -0.03; H 0.12; H 0.12; H 0.12; H 0.11

---

ORCA calculation (wB97M-V/def2-TZVPD) on a cluster of 2 separate species, C3H2ClNO in total in a non-equilibrium geometry.

Geometry as XYZ:
```
8
Properties=species:S:1:pos:R:3
Cl -1.6407 1.6826 -0.8841
C -0.9016 -0.2670 0.7695
O -1.0176 -1.3946 0.9706
H -0.0317 1.6865 0.8561
N 2.1392 -0.1039 -0.3370
C -0.6444 0.9332 0.3436
C 1.4110 -0.8884 -0.7843
H 0.6858 -1.6484 -0.9345
```

M (g mol⁻¹): 103.5
Orbital gap (eV): 9.148
HOMO (eV): -9.30
Electronic energy (Ha): -705.61961
E_LUMO (eV): -0.16
SMILES string: O=C=CCl.C#N

Löwdin population analysis, charges in e, atoms 1 to 5: Cl 0.59; C -0.33; O 0.18; H 0.08; N 0.08

---

ORCA calculation (wB97M-V/def2-TZVPD) on a structure of composition C29H37FeGeN3 in a non-equilibrium geometry.

Geometry as XYZ:
```
71
Properties=species:S:1:pos:R:3
C -0.6267 -0.5071 -5.2453
C -3.1675 3.0484 -1.9605
C -0.6156 -1.3341 -2.6399
C -3.3620 2.3719 0.2172
H 3.8251 2.6631 -0.7086
H -0.7968 4.0762 0.6732
H -1.6629 1.2240 -4.3996
Ge 1.3336 3.3138 -0.6242
H -0.2973 -4.0444 1.1230
H -6.3886 5.6626 -0.6759
H -0.2153 -5.3394 4.0336
C 3.0592 -3.8421 1.4865
C -0.9393 -1.7281 -1.2709
H 3.1289 2.1077 0.8266
H -0.7026 -0.2372 -6.2714
H 2.0826 3.6012 -2.9438
H 3.9619 -1.3974 5.1796
C 3.2748 -1.3129 4.3116
C -5.4298 5.5833 -0.1577
C 0.2656 4.2122 0.7526
H 4.0664 -1.9787 1.9351
C -1.8433 -1.0764 0.7891
C 1.7047 4.4071 -2.3254
H 2.3280 -0.8812 4.6283
C 3.4922 -2.8098 2.3056
H 1.2697 1.2250 -1.8778
H 3.7339 -0.5827 3.5877
C -0.5173 -2.9438 -0.6987
C 2.0318 -3.5331 4.0654
H -2.7556 2.9782 -2.9753
C -4.6262 4.3521 -0.5119
H 0.5639 -3.0542 -3.3150
H 0.6046 -6.5903 3.2612
Fe -1.2130 1.0114 -1.2520
C 3.1688 2.9427 0.1073
C 2.9642 -2.5988 3.5605
H 4.3587 -4.5963 -0.0471
C -1.1511 0.2635 -4.2363
C 1.7308 -4.6921 3.3140
H -3.0029 1.7558 1.0516
H 1.2497 -6.0350 4.7798
H -2.3699 -0.3693 1.4311
H 3.5964 3.8209 0.5723
N -2.7885 2.1457 -1.0209
H -4.9165 6.5168 -0.4324
H 3.7527 -2.9114 -0.3534
C 3.4735 -3.9028 0.0724
H 0.0076 -3.5964 -1.4080
C 0.7653 -5.7300 3.8608
C 2.1747 -4.7444 2.0248
C -4.2084 3.4162 0.4594
H 0.7111 4.7606 -2.6107
H -4.5103 4.4766 -2.7334
H 0.5350 5.2533 0.7500
C -0.7128 -3.1707 0.6556
H 0.3623 -2.4432 -5.7198
N -1.1769 -0.1182 -2.9345
N -1.5961 -0.8106 -0.5199
C 0.0287 -2.1243 -3.5911
H 2.3703 5.2411 -2.1580
C -0.0445 -1.7725 -4.9171
H 1.8177 -5.5713 1.4032
C -1.4717 -2.3008 1.3965
H -5.5452 5.6117 0.9135
C -4.2116 3.9574 -1.8234
H 0.5538 3.6745 1.6939
H -4.3898 3.4869 1.5129
H 1.5729 -3.3842 5.0379
H 2.6743 -4.2291 -0.5897
H -1.8567 -2.5876 2.3770
C 0.5173 1.7197 -1.2014
```

M (g mol⁻¹): 556.1
Orbital gap (alpha / beta) (eV): 5.885 / 6.886
Net charge: +1
HOMO (alpha / beta) (eV): -9.41 / -10.66
Electronic energy (Ha): -4631.82281
E_LUMO (alpha / beta) (eV): -3.53 / -3.78
Spin multiplicity: 6

Löwdin population analysis, charges in e, atoms 1 to 5: C -0.02; C -0.10; C -0.19; C -0.10; H 0.01

---

ORCA calculation (wB97M-V/def2-TZVPD) on a cluster of 2 separate species, C3H8OS in total in a non-equilibrium geometry.

Geometry as XYZ:
```
13
Properties=species:S:1:pos:R:3
H -0.9390 0.3961 1.4495
H -1.3029 2.0171 -1.8921
H 0.1498 0.3135 -0.8443
H 3.0758 -0.0104 1.3525
C -1.1300 -0.4417 0.7870
O 2.1994 -1.3678 0.3192
H -1.0849 -0.8068 -1.3464
S -2.0694 1.3648 -1.0118
C 2.4784 -0.2046 0.4830
H -2.1913 -0.6208 0.6541
C -0.8832 0.0204 -0.6827
H -0.4365 -1.2654 0.8982
H 2.1338 0.6055 -0.1662
```

M (g mol⁻¹): 92.2
Orbital gap (eV): 9.628
HOMO (eV): -9.06
Electronic energy (Ha): -592.47161
E_LUMO (eV): 0.57
SMILES string: C=O.CCS

Löwdin population analysis, charges in e, atoms 1 to 5: H 0.06; H -0.16; H 0.03; H 0.07; C -0.17

---

ORCA calculation (wB97M-V/def2-TZVPD) on a structure of composition H2N2O7S3 in a non-equilibrium geometry.

Geometry as XYZ:
```
14
Properties=species:S:1:pos:R:3
O -3.5248 -2.1802 -0.2269
S 1.8184 1.0608 -1.1141
H 0.5370 1.1775 1.2776
O -2.2875 -0.1304 -0.6992
O 1.1411 1.7470 -2.1573
N -1.1578 -1.7397 0.9149
O 1.0677 -1.3014 1.7573
H -0.9795 1.0347 0.7566
O 2.2146 1.9983 -0.0480
S -2.2251 -1.5804 -0.5934
O 0.7596 -0.2462 -0.5563
S 0.0607 -0.7948 0.7946
N -0.3503 0.6649 1.4647
O 2.9258 0.2900 -1.5705
```

M (g mol⁻¹): 238.2
Orbital gap (eV): 6.752
Net charge: -2
HOMO (eV): -0.99
Electronic energy (Ha): -1831.93917
E_LUMO (eV): 5.76

Löwdin population analysis, charges in e, atoms 1 to 5: O -0.59; S 0.41; H 0.03; O -0.57; O -0.32

---

ORCA calculation (wB97M-V/def2-TZVPD) on the ion C8H12NO2 with charge +1 in a non-equilibrium geometry.

Geometry as XYZ:
```
23
Properties=species:S:1:pos:R:3
H -1.6576 -0.1206 1.4583
O 1.2439 1.7958 -0.1303
C -0.6481 -2.0258 1.6219
H -1.7121 0.3922 -0.7865
C 0.5126 -2.6940 1.2875
H 0.2998 1.4281 -2.7874
H 1.0916 2.7741 -0.2772
H -1.4307 0.8560 -3.2194
H 2.5474 -2.5421 0.5607
H -1.6266 2.1185 -1.1352
C 0.0056 1.1912 0.1122
C 1.4724 -0.5971 0.4963
H 2.0677 0.2077 0.0980
H -0.1657 -0.3049 -2.6502
C -0.4781 0.7392 -2.5546
H -0.1624 2.7226 1.6120
C -1.0258 1.1862 -1.0869
H 0.6647 -3.8198 1.2171
N 0.2549 -0.0737 0.6188
C 1.5938 -1.9882 0.7050
C -0.7440 -0.6457 1.3340
H -1.4124 -2.5009 2.2172
O -0.6910 1.9014 1.2888
```

M (g mol⁻¹): 154.2
Orbital gap (eV): 10.042
Net charge: +1
HOMO (eV): -14.58
Electronic energy (Ha): -516.97772
E_LUMO (eV): -4.54
SMILES string: CCC(O)(O)[n+]1ccccc1

Löwdin population analysis, charges in e, atoms 1 to 5: H 0.14; O 0.03; C 0.02; H 0.10; C -0.01

---

The ΔE to the lowest compared entry with this formula, charge and spin results, record by record, are as follows: 0.0; 40.5; 56.1; 29.1; 1.0; 10.2 kcal/mol.